Density functional theory data (ωB97M-V/def2-TZVPD) for 3 unconnected molecules or ions with the total composition C7H14Cl2N2.

Output
**E_tot**: -35510.165 eV
**Frontier orbital gap**: 9.7941 eV
**SMILES string**: C/N=C\C=C(C)C.[H]/N=C/Cl.Cl
**Energy above the lowest of the compared OMol25 structures with the same formula, charge and spin**: 0.000 eV
**Lowest unoccupied orbital energy**: 0.2 eV

```
25
C7H14Cl2N2, DFT ωB97M-V/def2-TZVPD
H -3.25560 0.66272 2.57613
H -0.73924 2.65965 -0.38242
N 0.64767 1.05017 -0.45576
H 3.93633 1.09363 -2.30864
Cl 4.84426 2.03749 -2.57177
H -3.06954 -0.96461 3.24949
C -1.19312 0.36454 1.02439
H -1.86013 -2.20940 -0.00137
Cl 4.23357 -1.81796 -3.11288
H 2.15144 -2.01797 -2.03809
H 0.85272 2.94504 0.35366
H -4.06274 -0.72015 1.82059
N 2.80130 -0.01694 -1.95283
C 0.32872 2.45003 -0.46727
H -0.72813 -2.38828 1.33449
C -1.96990 -0.64194 1.45315
H -1.42950 1.37616 1.32757
C 2.86812 -1.22330 -2.25348
H 0.31925 -0.83417 0.06266
H 0.70878 2.86016 -1.40260
H 1.98676 0.34056 -1.41841
H -2.44153 -2.72774 1.58300
C -0.03549 0.18754 0.17929
C -1.73872 -2.07503 1.07380
C -3.15528 -0.39023 2.32731
```

Density functional theory data (ωB97M-V/def2-TZVPD) for 2 unconnected molecules or ions with the total composition CH4N3O2S at a distorted geometry.

Output
**E_tot**: -20490.952 eV
**Frontier orbital gap (spin up / spin down)**: 8.7212 / 4.9709 eV
**Total charge**: +1
**Energy above the lowest of the compared OMol25 structures with the same formula, charge and spin**: 0.942 eV
**Lowest unoccupied orbital energy (spin up / spin down)**: -5.2 / -7.0 eV

```
11
CH4N3O2S, DFT ωB97M-V/def2-TZVPD
O -3.81790 -0.55518 0.44689
S -2.73286 0.03903 -0.53619
H 2.44126 -0.92399 -1.21825
H -3.78410 -0.24159 1.37405
N 0.76257 -0.86346 -0.08336
H 2.00567 1.42876 0.25627
O -2.47283 1.29300 0.10557
H 3.49510 0.89137 -0.09555
N -0.25677 -1.23800 0.32637
C 1.85717 -0.46541 -0.48972
N 2.50268 0.63546 -0.08608
```

Density functional theory data (ωB97M-V/def2-TZVPD) for C2H3F3N2O in the gas phase at a distorted geometry.

Output
**E_tot**: -15300.414 eV
**Frontier orbital gap**: 10.8779 eV
**SMILES string**: N/C(=N\F)C(O)(F)F
**Energy above the lowest of the compared OMol25 structures with the same formula, charge and spin**: 2.301 eV
**Lowest unoccupied orbital energy**: 0.6 eV

```
11
C2H3F3N2O, DFT ωB97M-V/def2-TZVPD
N 0.72159 0.30208 1.35569
N 0.46344 -1.51254 -0.16091
F -2.05692 0.06834 -0.64362
H -0.15670 2.08787 0.35313
C -0.87225 0.74021 -0.47294
O -1.03321 2.03228 -0.13506
H 0.14151 -1.63661 -1.20475
C 0.23214 -0.29664 0.34582
F 1.59683 -0.40477 2.16891
F -0.31555 0.68277 -1.77071
H 1.27913 -2.06300 0.16445
```